The following is a DFT calculation (ωB97M-V with the def2-TZVPD basis set) of a single C4H8S2 molecule in a non-equilibrium geometry.

Last column: Löwdin charge in e.
Positions of all 14 atoms, in Å:
C 0.596 0.986 -0.951  -0.108
C 0.123 -0.192 -0.130  -0.962
C 0.014 0.155 1.334  -0.135
S 1.053 -1.732 -0.379  0.797
C -1.237 -0.444 -0.697  -0.738
S -2.696 -0.880 -0.185  0.707
H 1.710 1.021 -0.766  0.104
H 0.400 1.068 -2.020  0.087
H 0.133 1.841 -0.541  0.074
H 0.965 0.569 1.650  0.083
H -0.214 -0.771 1.914  0.083
H -0.710 0.890 1.652  0.082
H 1.178 -2.295 0.867  -0.102
H -1.315 -0.217 -1.747  0.028

The value obtained for the HOMO-LUMO gap is 8.40 eV. Its molar mass is 120.24 g/mol. For the calculated total energy, the calculation gives -25946.817 eV. The structure (SMILES) is CC(C)(S)C=S. The HOMO energy is -8.58 eV.

=====

The following is a DFT calculation (ωB97M-V with the def2-TZVPD basis set) of 2 unconnected molecules or ions with the total composition C5H9ClNO in a non-equilibrium geometry.

Last column: Löwdin charge in e.
Positions of all 17 atoms, in Å:
C 1.887 -0.534 0.765  0.086
C 0.640 -0.638 1.117  -0.141
C 0.158 -1.630 3.059  -0.659
C -0.715 1.233 0.400  0.020
C -0.838 -0.919 -0.757  0.018
N -0.605 -0.236 0.534  -0.225
O 1.023 -1.986 3.751  0.120
Cl -1.527 -1.694 3.178  0.813
H 2.227 -0.065 -0.152  0.092
H 2.662 -0.937 1.393  0.087
H -1.717 1.506 0.069  0.116
H -0.514 1.709 1.358  0.118
H 0.009 1.592 -0.331  0.116
H -0.105 -0.581 -1.487  0.116
H -0.734 -1.995 -0.630  0.118
H -1.838 -0.697 -1.127  0.115
H -1.334 -0.556 1.203  0.090

The value obtained for the HOMO-LUMO gap is 9.95 eV. Its molar mass is 134.59 g/mol. For the calculated total energy, the calculation gives -21380.963 eV. The total charge is +1. The HOMO energy is -13.94 eV.

=====

Per-record energy above the lowest of the compared OMol25 structures with the same formula, charge and spin, kcal/mol: 36.8 43.1